Record 1
This record from OMol25 describes a 9-piece molecular cluster, C23H58N7O13 overall in a non-equilibrium geometry. The level of theory is ωB97M-V/def2-TZVPD.

Atoms and positions in Å:
C: -15.8651 -0.4367 -2.7461
N: -14.4771 5.2003 2.6153
H: -20.1784 -2.3192 -3.4853
H: -23.0171 1.9070 -0.1774
O: -17.3819 5.0192 -2.3434
O: -18.8019 0.4135 -0.8300
H: -18.0596 1.4766 0.7693
C: -22.5507 -0.5254 -2.3500
N: -24.4367 3.5323 0.4746
H: -14.8578 5.7873 1.8715
O: -14.7104 3.3752 1.1310
H: -13.5295 -2.9453 1.0060
H: -18.7544 -5.1640 0.1359
C: -19.3675 -4.3459 1.9908
O: -20.4270 1.9214 -0.9014
H: -20.1144 4.2361 -0.4937
H: -22.4247 8.0702 1.5960
C: -17.1020 4.0818 -3.0124
H: -17.6019 6.0730 -4.5059
H: -19.8231 0.0333 -2.3117
H: -18.7773 5.3507 -5.6066
H: -18.7249 -2.8051 3.2615
O: -15.9938 -0.1295 -1.4077
C: -23.3822 2.8956 -0.4347
H: -12.7977 6.4282 3.0216
H: -17.7743 -5.6043 1.4661
H: -12.3224 -3.5718 3.0591
O: -22.0362 0.6706 -4.3529
H: -22.6713 0.0971 -1.4633
H: -22.2956 -1.5489 -2.0856
H: -20.0021 -1.3186 -4.9562
H: -19.4116 -6.3850 1.2870
H: -17.2994 2.0001 -2.6169
H: -24.0530 3.7827 1.3822
O: -14.7980 -0.5773 -3.3178
H: -23.5589 -0.4546 -2.7622
N: -20.6057 7.3374 0.8084
O: -11.7431 -0.9622 0.2238
C: -14.7446 3.7160 2.2625
C: -18.8225 -5.4799 1.1808
H: -23.8159 2.8624 -1.4339
H: -26.6938 2.5341 2.5288
N: -17.6030 3.9117 -4.4540
N: -20.1786 -0.1771 -3.2619
H: -12.4437 5.0729 1.9134
H: -12.5608 4.7848 3.6063
C: -14.9777 2.8490 3.4641
C: -11.9015 -2.9109 2.3026
C: -25.6064 2.5324 0.7085
C: -18.4001 -2.0846 1.3450
C: -19.3768 1.4621 -0.4108
H: -17.4963 -3.5993 2.5886
H: -18.6904 4.8002 0.3796
H: -15.8049 3.2189 4.0776
N: -18.4084 -3.1984 2.3732
C: -25.7911 2.0631 2.1447
H: -13.8216 -1.9254 2.2578
H: -24.8929 2.3055 2.7144
C: -19.7728 4.8745 0.3230
H: -20.2302 7.0006 1.6960
H: -24.8622 4.3543 0.0459
H: -20.1591 8.2484 0.6787
C: -16.5856 2.8043 -2.4075
O: -18.7759 2.1171 0.6414
H: -13.7108 0.6696 -0.1858
C: -12.7897 -1.0456 0.7540
H: -22.5194 6.3689 0.9242
H: -18.3822 3.2530 -4.4463
H: -14.1613 2.7550 4.1824
H: -16.4163 2.7827 -1.3345
H: -17.7549 -1.2604 1.6356
C: -13.8240 0.0666 0.7140
H: -22.5302 3.5590 -0.5688
H: -13.5355 0.7649 1.5069
H: -11.3407 -2.2004 2.9070
C: -17.7842 5.2408 -5.1781
O: -26.2960 2.3336 -0.2220
H: -11.2840 -3.3913 1.5517
H: -19.4340 -1.8014 1.1729
H: -17.9814 -2.4583 0.4109
C: -21.6719 0.0728 -3.3969
H: -25.8041 0.9740 2.1170
H: -14.8920 -0.1450 0.7411
N: -13.0963 -2.2579 1.6273
H: -15.6111 2.5616 -2.8428
H: -16.8764 3.3670 -4.9280
O: -19.8223 6.6329 -1.2869
H: -18.6094 -1.4633 -3.8346
C: -19.6971 -1.4474 -3.9194
O: -17.0099 -0.4425 -3.3158
H: -16.9708 -0.0255 -1.4893
C: -22.1359 7.3799 0.8098
H: -22.4178 7.6773 -0.1986
C: -12.9913 5.3803 2.8026
H: -20.4021 4.6401 1.1805
H: -15.2675 1.8536 3.1374
H: -17.0855 5.2120 -6.0103
O: -20.4978 -4.2076 2.3007
C: -20.0843 6.2954 -0.1855
H: -19.7930 0.6318 -3.7483
H: -15.0762 5.4243 3.4107

Calculated values
* gap between HOMO and LUMO: 5.99 eV
* LUMO: -11.15 eV
* largest force on an atom: 3.36 eV/A
* charge: +5
* energy above the lowest of the compared OMol25 structures with the same formula, charge and spin: 190.6 kJ/mol
* DFT total energy: -2270.62464 a.u.
* spin multiplicity: 1
* E_HOMO: -17.1 eV

=====

Record 2
This record from OMol25 describes C23H59BClNNbO14P4S as an isolated structure in a non-equilibrium geometry. The level of theory is ωB97M-V/def2-TZVPD.

Atoms and positions in Å:
S: -1.7098 1.9587 -0.9655
H: -4.5792 -2.9649 -0.1936
O: 1.4524 -5.2554 -3.9014
C: 10.0614 -7.7398 0.5211
H: -4.8150 3.8924 -0.8984
O: 8.0005 -6.6905 -0.8240
H: -6.2660 10.0908 5.8284
H: 11.4181 -8.2149 -1.0993
H: -5.7241 10.8776 1.3884
O: -3.5514 7.4086 3.1821
C: 1.1476 -2.2634 0.2120
H: -2.3165 5.8087 3.4644
H: -5.1702 1.2842 -1.0720
H: 9.3324 -8.4894 0.1949
H: 2.8160 -3.3215 -0.6407
H: -6.9679 -3.3525 -1.8235
H: 10.6484 -8.1893 1.3269
H: -4.8473 5.5776 -1.7715
H: -3.6622 3.8745 -3.6640
O: 1.0570 -4.4829 -0.7399
C: 7.6956 -3.6985 3.2894
C: -6.0691 9.8750 1.6603
H: 2.7843 -7.0542 -2.8825
H: 6.8101 -4.6943 -1.4057
C: 3.5133 -6.3046 -2.5564
H: 2.2079 -4.0076 0.8663
H: -3.6326 5.5086 2.3324
P: 7.8137 -6.3257 0.6692
C: -0.9983 -2.5900 -2.8648
C: -3.6608 -0.9424 0.3190
O: 9.4135 -6.5893 1.0446
Nb: -5.4651 0.9156 -2.8181
H: 6.6989 -3.9071 3.6910
C: -4.8801 -1.8188 -0.3402
H: -3.7631 0.2182 0.2077
H: 4.7976 -3.6174 -0.4689
C: -4.5116 9.0162 5.1356
H: -7.2385 0.8692 -2.4541
C: 1.9053 -3.5466 -0.0793
C: -2.6050 1.1173 -2.1898
P: 1.2657 -4.8905 -2.4082
C: -1.9808 6.6637 1.5215
C: 10.9841 -7.3343 -0.6159
H: -7.3563 10.6234 3.2270
H: 4.8700 -6.7797 -4.1767
H: -1.5469 5.7831 1.0381
H: -2.5016 7.2558 0.7641
H: -0.9394 -1.9394 -1.9879
H: -5.9189 -1.7100 0.2348
H: 1.0127 -1.6743 -0.6975
H: 1.7002 -1.6437 0.9257
H: -6.1638 5.2084 -0.4734
H: 0.1509 -2.4720 0.6136
H: -1.3354 -3.5713 -2.5164
O: 7.8767 -4.6914 0.3783
C: 4.4361 -5.8992 -3.6933
H: 5.2505 -5.2720 -3.3145
O: -6.4026 4.1055 -2.4034
C: -2.9036 6.2582 2.6585
H: 4.1004 -6.7542 -1.7505
O: -5.3599 8.0799 4.4750
H: -3.6009 9.2414 4.5742
H: -6.8710 -2.8830 -3.6990
H: 0.6928 -1.6852 -3.8265
H: 7.2409 -3.1204 -0.7491
C: 5.5497 -4.0251 0.2126
H: -1.7505 -2.1822 -3.5463
H: 9.3641 -4.7566 2.4367
C: 0.3478 -2.6878 -3.5546
H: -3.6648 -1.1616 1.4923
H: 5.6087 -3.3745 1.0895
C: -7.4152 9.9729 2.3500
O: -4.5491 3.8596 -4.1626
H: -4.7167 10.9192 6.1406
Cl: -6.0177 0.4113 -5.1954
H: -4.2090 8.5553 6.0812
H: 11.7986 -6.7072 -0.2371
H: -2.6089 -1.2476 -0.1088
H: -7.7523 8.9915 2.6984
H: 7.5607 -3.1094 2.3799
H: 8.2482 -3.0788 4.0031
C: -5.5533 4.7154 -1.3437
C: 8.4533 -4.9818 2.9981
O: -5.0883 9.3065 2.5158
N: -3.3775 0.9615 -3.3438
C: -6.8286 -2.4567 -2.5876
H: 3.9153 -5.3071 -4.4508
H: -5.4042 10.8885 4.5174
H: -1.1664 7.2908 1.9003
H: 0.2621 -3.2592 -4.4831
H: 5.2127 -5.0065 0.5610
C: -5.2693 10.2995 5.4269
H: -8.1674 10.3806 1.6685
O: 7.6050 -5.9180 2.3375
C: 6.8958 -4.1229 -0.4772
O: 1.3286 -3.2563 -2.6991
B: -5.4827 3.2123 -3.1747
O: -4.9645 7.3075 1.3135
H: 8.7559 -5.4427 3.9437
P: -5.1329 -1.5726 -2.2178
H: 10.4633 -6.7422 -1.3734
H: -6.1548 9.3037 0.7317
H: -7.6500 -1.6285 -2.3953
P: -5.1512 7.6723 2.8067
O: 2.8655 -5.1542 -2.0328

Calculated values
* gap between HOMO and LUMO: 3.13 eV
* LUMO: -1.28 eV
* largest force on an atom: 10.95 eV/A
* charge: -1
* DFT total energy: -4325.17311 a.u.
* spin multiplicity: 1
* E_HOMO: -4.4 eV

=====

Record 3
This record from OMol25 describes a 11-piece molecular cluster, C23H60N5O10 overall. The level of theory is ωB97M-V/def2-TZVPD.

Atoms and positions in Å:
H: -2.3403 0.7312 0.5058
C: -0.4352 -0.6618 -0.9567
N: 6.0800 -0.8076 0.9731
H: 3.9519 -0.6935 0.9332
C: -2.7273 -0.1652 0.0409
H: 6.0133 0.1731 0.7405
H: -11.7095 -1.8882 0.7663
H: -0.6774 -0.4754 4.0582
H: 2.7194 5.3218 -0.2406
H: 2.8422 -5.5157 0.5767
C: -0.0308 0.8167 -0.8088
H: -4.1462 -3.3730 -1.5815
H: 0.2378 1.0566 0.2197
H: -0.7795 0.9600 5.0949
H: 0.2921 0.9633 3.6656
C: 2.3324 0.5441 -1.7214
H: 6.5363 -0.8369 1.8742
C: -10.9548 -1.2626 2.4524
H: 0.7373 -3.8650 -0.3632
H: 5.0324 8.5439 -2.2767
H: 4.5949 -1.7954 2.0936
H: 3.6249 3.4880 -1.4181
H: 2.8796 3.5895 -3.7988
O: -10.8383 -1.6339 1.0820
N: 2.4323 -0.7624 -1.4693
H: -7.1033 -1.2074 -2.0772
H: 0.6495 -2.4031 2.8540
H: 1.2457 -0.8509 2.2105
C: 5.6753 1.5845 3.9476
N: 3.7213 -1.0736 -1.5312
O: 2.5972 -1.9031 3.3738
H: 1.7201 -1.4478 -1.2486
H: 4.1229 1.8674 -4.8055
H: -5.6163 -1.9733 -0.1836
H: -7.2217 -4.2332 2.0955
C: -1.8996 -0.9662 -0.7461
C: -0.1145 0.3539 4.4782
H: -0.9126 1.4163 -1.0281
H: -4.6874 0.1002 0.8688
C: 1.0653 1.3187 -1.7589
O: 6.7716 0.7723 3.5454
H: 1.1174 -5.8501 0.7764
H: 3.6198 5.7962 -1.7036
O: -7.6015 -3.5768 0.2030
H: 1.8634 -4.4613 1.6019
C: 4.2058 -2.4245 -1.2814
H: -0.1507 -1.0184 -1.9507
H: 5.6183 -3.1154 0.1686
O: -7.7599 -1.2976 -1.3815
C: 3.7222 2.7251 -5.3563
H: 2.8171 2.4276 -5.8943
N: 4.4014 -0.0169 -1.8086
C: -2.4357 -2.1209 -1.3230
H: 5.7759 1.9097 4.9853
H: 0.1155 -1.2552 -0.2127
C: -4.5880 -1.6701 -0.3317
C: 4.6349 -2.6532 0.1799
H: 5.5684 2.4641 3.3064
H: 7.5775 1.2908 3.6228
H: 4.7793 0.9724 3.8583
C: -7.8703 -3.5177 1.5936
C: -4.0605 -0.5189 0.2425
C: 1.5239 -1.8847 2.4501
H: 1.4509 0.4930 5.6470
H: -8.9117 -3.7752 1.8026
H: 1.8358 -2.3884 1.5349
H: -9.9613 -0.9818 2.7931
C: 2.7582 5.2470 -1.3299
H: 3.3651 -3.0800 -1.5077
H: -7.9487 0.7692 -1.1691
H: -11.6253 -0.4097 2.5815
H: 2.2848 -1.4276 4.1574
H: 4.9836 -2.6490 -2.0031
H: -9.0727 0.0190 -2.3310
O: 1.6204 -4.2345 -0.4598
O: 3.5042 3.8299 -4.4894
H: -8.1730 -2.9282 -0.2290
H: -7.6645 -2.5179 1.9932
C: -3.7665 -2.4724 -1.1202
N: 3.5769 0.9980 -1.9285
C: 4.2986 7.6968 -3.8743
H: -9.2996 -0.2300 -0.5881
C: -8.5596 -0.1131 -1.3760
H: 1.3341 2.3473 -1.5127
H: 1.8524 5.6785 -1.7475
C: 1.8627 -5.0589 0.6896
H: 5.2310 7.6792 -4.4425
H: 3.7498 6.7800 -4.0787
O: 2.8084 3.8733 -1.7478
H: 4.4669 3.0482 -6.0787
H: -1.8027 -2.7579 -1.9301
H: 0.6810 1.3772 -2.7792
O: 4.5451 7.7384 -2.4686
H: 3.6969 8.5488 -4.1989
C: 4.7524 -1.4243 1.0840
O: 0.9431 -0.2200 5.2487
H: -11.3132 -2.0943 3.0637
H: 3.9411 -3.3710 0.6134

Calculated values
* gap between HOMO and LUMO: 7.96 eV
* LUMO: -3.26 eV
* largest force on an atom: 0.68 eV/A
* charge: +1
* DFT total energy: -1938.09011 a.u.
* spin multiplicity: 1
* E_HOMO: -11.2 eV

=====

Record 4
This record from OMol25 describes a 9-piece molecular cluster, C23H61N3O8PS8 overall. The level of theory is ωB97M-V/def2-TZVPD.

Atoms and positions in Å:
H: 1.7830 -2.2198 -1.8625
C: 4.7367 2.7462 -1.8645
N: -0.7846 -0.2862 -2.6377
C: 5.4375 -1.7966 -5.3445
N: -1.7782 -0.8377 -1.9638
H: -4.5842 2.8742 2.6568
H: 3.2940 3.6894 0.4135
H: -2.6181 7.6720 3.1128
H: -6.5200 -4.5770 5.0022
H: -0.0339 -4.6228 -5.2830
H: -3.9574 -7.0500 6.5194
H: 8.1761 2.0473 -3.4835
S: -1.3496 -1.3131 7.3849
P: -2.8476 -2.5646 -0.1158
H: -0.7098 0.8375 -4.3687
H: -4.4039 -3.0746 -1.9659
H: -3.6373 -0.6814 7.6467
S: -5.5344 -5.3222 7.0138
H: 5.9125 -2.7732 -5.4070
H: 9.6721 -0.5637 -2.6944
S: 8.7875 1.1920 -1.3374
H: 3.2623 1.8973 0.3625
O: -5.3693 -3.9679 7.6041
H: -1.0021 6.9968 3.4515
H: 2.1161 -0.2842 -5.3513
H: 3.6269 0.1647 -6.1827
H: 5.0269 2.7250 -2.9132
C: 8.7178 -0.3790 -2.2021
H: 5.7424 -1.2947 -4.4263
C: -1.8284 7.0168 2.7448
H: -3.3676 -2.3973 8.0828
H: -3.1817 -5.4329 6.6032
H: -3.4929 8.2498 0.8740
O: -1.9460 3.7362 3.2185
O: 7.4119 1.4617 -0.8328
O: 0.0461 -1.0639 -5.4370
C: -3.9164 -6.1008 7.0533
H: -2.0638 1.6176 5.2372
H: -3.2622 0.6359 4.3814
H: -4.1855 1.2459 2.0283
C: -1.1169 -2.7147 -7.1515
H: -3.6910 2.7003 1.1236
H: 1.2743 -3.5676 -5.9268
H: 9.0283 3.2477 -2.4731
C: 0.7656 -1.8635 -1.8912
H: 0.8637 -3.5456 -4.1909
C: -1.1074 0.9667 -3.3602
H: -5.5930 -6.0761 4.7457
C: -3.8919 -1.0740 -0.0196
H: -4.7383 -4.5055 4.9129
C: -1.5292 -1.9039 -1.2268
H: -3.4023 -1.9150 6.3805
H: 7.9043 -0.3557 -2.9274
H: -3.6680 -6.2789 8.0971
H: 3.5682 0.1483 -4.3875
H: -3.6835 2.3025 4.9077
C: -2.7794 7.6290 0.3327
H: 5.0737 1.8389 -1.3662
H: 9.9558 1.9582 -3.2749
S: -1.2008 7.6545 1.1940
C: -5.5945 -5.1006 5.2317
H: 5.1718 3.6203 -1.3825
H: -4.8832 -1.3863 0.2997
S: 3.6634 -2.0546 -5.3121
H: 1.1961 -0.1994 -3.1984
H: -0.8714 2.9494 -2.9099
H: -0.2024 -0.5086 9.2843
C: -2.8934 1.6499 4.5349
C: 3.2034 -0.3209 -5.3035
C: 9.0087 2.2101 -2.7989
H: 1.7440 2.8327 0.2338
H: -2.1919 5.9995 2.5980
C: -1.2378 -0.7816 9.0937
N: -0.5642 2.0475 -2.5736
H: -3.1483 -4.3172 -1.7712
H: -3.1353 6.6009 0.2625
H: -0.1991 -2.6756 -7.7376
H: -0.0477 -3.3044 -0.5415
H: -2.6164 8.0350 -0.6634
H: -1.5298 -1.6033 9.7471
H: 0.4569 1.9977 -2.6075
S: -0.7270 -2.3479 -5.4465
C: 2.8046 2.8133 -0.0096
H: -2.1895 1.0125 -3.3899
H: -4.4739 -4.2151 -0.6144
C: 0.4654 -3.6573 -5.1984
S: -2.2789 2.3050 2.9885
H: -1.5753 -3.7014 -7.2067
H: 8.5336 -1.1513 -1.4588
H: 5.6956 -1.2007 -6.2194
O: -0.8545 9.0832 1.4019
H: -1.8198 -1.9613 -7.4999
O: 2.4272 1.5531 -2.3040
C: -3.8082 -3.6314 -1.2460
O: -1.1021 -0.1009 6.5526
H: -3.9518 -0.5375 -0.9600
C: 0.4537 -0.7420 -2.6381
O: 3.2697 -2.6030 -6.6373
C: -3.1169 -1.6020 7.3823
H: -3.4316 -0.4416 0.7297
S: 2.9587 2.8708 -1.7890
C: -0.2353 -2.4520 -1.1782
H: -1.8846 0.0822 9.2434
C: -3.8499 2.2788 2.1146

Calculated values
* gap between HOMO and LUMO: 6.19 eV
* LUMO: -3.60 eV
* largest force on an atom: 0.35 eV/A
* charge: +1
* DFT total energy: -5205.50912 a.u.
* spin multiplicity: 1
* E_HOMO: -9.8 eV